Run P
# C13H48N14O14

11 unconnected molecules or ions with the total composition C13H48N14O14 (the ωB97M-V functional and the def2-TZVPD basis, the Open Molecules 2025 dataset).

Properties
Kohn-Sham gap	9.904	eV
E_HOMO	-0.361	hartree
SMILES	NC(N)=O.NC(N)=O.NC(N)=O.NC(N)=O.NC(N)=O.NC(N)=O.NC(N)=O.OCCO.OCCO.OCCO.O

The geometry in ORCA input format:
```
! RIJCOSX wB97M-V def2-TZVPD def2/J DEFGRID3
* xyz 0 1
N 9.604 15.374 12.661
C 8.236 15.436 12.772
N 7.531 16.484 12.262
O 7.610 14.511 13.297
H 9.989 14.934 13.490
H 10.051 16.250 12.438
H 8.110 17.215 11.786
H 6.587 16.364 11.973
N 10.912 12.927 7.813
C 9.572 12.862 7.579
N 9.140 13.716 6.601
O 8.793 12.092 8.167
H 11.215 12.311 8.557
H 11.368 13.804 7.682
H 9.888 14.130 6.061
H 8.189 13.649 6.341
N 9.359 11.678 13.227
C 9.850 11.468 11.960
N 8.983 11.925 11.041
O 10.878 10.774 11.776
H 8.865 12.494 13.441
H 10.090 11.598 13.831
H 8.960 11.554 10.083
H 8.138 12.401 11.321
N 8.671 16.959 7.914
C 8.542 18.231 8.389
N 7.209 18.706 8.587
O 9.498 19.019 8.523
H 9.630 16.670 7.922
H 7.950 16.257 8.163
H 6.511 17.946 8.549
H 7.074 19.623 8.994
N 16.196 15.363 8.528
C 16.397 16.354 9.548
N 16.529 17.680 9.063
O 16.498 16.152 10.730
H 15.791 14.494 8.942
H 15.814 15.734 7.675
H 17.043 17.861 8.205
H 16.854 18.263 9.827
N 11.488 20.733 8.988
C 11.326 21.720 9.887
N 12.477 21.983 10.557
O 10.289 22.316 10.038
H 10.685 20.251 8.669
H 12.279 20.099 9.236
H 12.298 22.699 11.248
H 13.177 21.344 10.809
N 12.922 14.563 10.169
C 12.548 15.726 9.406
N 12.940 16.928 9.961
O 12.082 15.605 8.235
H 13.010 14.743 11.170
H 12.523 13.635 9.940
H 12.786 17.821 9.464
H 13.388 16.968 10.838
O 8.999 18.858 11.595
C 8.716 20.228 12.118
C 7.627 20.988 11.325
O 7.925 21.196 9.976
H 9.721 18.905 11.017
H 8.388 20.156 13.179
H 9.618 20.813 12.139
H 7.413 21.914 11.865
H 6.775 20.308 11.272
H 8.740 21.777 9.842
O 13.849 16.967 6.810
C 13.132 18.129 6.504
C 13.877 19.271 7.155
O 14.053 19.081 8.599
H 13.177 16.348 7.095
H 13.062 18.331 5.411
H 12.055 18.189 6.820
H 13.335 20.193 6.976
H 14.857 19.234 6.664
H 14.709 18.329 8.634
O 15.329 12.730 9.691
C 14.873 11.419 9.706
C 13.686 11.349 10.628
O 12.561 11.824 9.971
H 14.544 13.292 9.854
H 14.607 11.056 8.653
H 15.807 10.817 10.061
H 13.964 11.878 11.557
H 13.545 10.343 10.986
H 11.795 11.587 10.611
O 14.869 14.328 12.344
H 15.452 13.636 12.730
H 15.549 14.853 11.841
*
```

Run Q
# C13H48N14O14

11 unconnected molecules or ions with the total composition C13H48N14O14 (the ωB97M-V functional and the def2-TZVPD basis, the Open Molecules 2025 dataset).

Properties
Kohn-Sham gap	9.629	eV
E_HOMO	-0.357	hartree
SMILES	NC(N)=O.NC(N)=O.NC(N)=O.NC(N)=O.NC(N)=O.NC(N)=O.NC(N)=O.OCCO.OCCO.OCCO.O

The geometry in ORCA input format:
```
! RIJCOSX wB97M-V def2-TZVPD def2/J DEFGRID3
* xyz 0 1
N 2.199 5.792 6.060
C 0.991 5.595 5.525
N 0.162 6.083 6.378
O 0.735 5.073 4.479
H 2.972 5.720 5.414
H 2.187 6.336 6.911
H -0.815 6.289 6.226
H 0.437 6.304 7.324
N -5.058 6.484 -3.211
C -4.900 5.580 -4.144
N -3.732 5.081 -4.134
O -5.786 5.246 -4.898
H -5.987 6.871 -3.123
H -4.341 6.943 -2.668
H -3.345 4.611 -4.940
H -3.080 5.245 -3.380
N -0.698 0.850 -0.337
C -0.018 -0.026 -0.918
N 1.227 -0.063 -0.493
O -0.370 -0.557 -1.939
H -1.526 1.281 -0.723
H -0.307 1.304 0.475
H 1.977 -0.573 -0.938
H 1.503 0.489 0.306
N 8.424 2.881 0.366
C 8.831 2.931 1.627
N 8.395 1.991 2.442
O 9.648 3.778 1.981
H 7.686 2.372 -0.101
H 8.827 3.653 -0.145
H 8.727 1.924 3.393
H 7.883 1.197 2.085
N 5.847 -5.206 0.136
C 6.407 -6.268 0.601
N 5.605 -7.255 0.636
O 7.572 -6.415 0.912
H 6.513 -4.453 0.038
H 4.965 -5.234 -0.356
H 6.061 -8.055 1.051
H 4.629 -7.049 0.482
N 7.002 -0.873 -6.379
C 5.911 -0.561 -5.765
N 4.794 -0.695 -6.489
O 5.878 -0.050 -4.656
H 7.012 -1.478 -7.188
H 7.845 -0.803 -5.827
H 4.664 -1.096 -7.407
H 3.913 -0.540 -6.020
N -6.458 4.684 2.641
C -7.764 4.960 2.703
N -7.942 6.127 2.345
O -8.578 4.149 2.994
H -5.976 5.445 2.184
H -6.089 3.823 3.019
H -7.247 6.844 2.494
H -8.885 6.467 2.225
O 2.225 -1.642 9.295
C 2.449 -0.564 8.419
C 3.307 -0.820 7.159
O 2.732 -1.925 6.520
H 3.103 -1.950 9.531
H 1.444 -0.335 8.064
H 2.879 0.282 8.955
H 4.341 -1.020 7.443
H 3.406 0.046 6.504
H 3.046 -2.743 6.914
O -8.367 -2.068 -3.821
C -8.598 -1.516 -2.533
C -7.340 -1.605 -1.605
O -7.241 -2.982 -1.329
H -8.128 -2.996 -3.875
H -8.847 -0.462 -2.661
H -9.448 -1.960 -2.015
H -7.430 -0.956 -0.734
H -6.536 -1.278 -2.264
H -7.983 -3.324 -0.825
O -1.820 -7.495 -6.348
C -2.162 -6.290 -5.754
C -2.927 -5.341 -6.651
O -3.940 -6.041 -7.386
H -2.220 -7.429 -7.218
H -2.563 -6.380 -4.745
H -1.123 -5.965 -5.720
H -2.207 -4.610 -7.021
H -3.426 -4.733 -5.897
H -4.152 -6.728 -6.750
O -0.595 -4.390 2.429
H 0.027 -4.004 3.045
H -0.433 -3.931 1.604
*
```

Which of them is the most stable? Correct choice: run P.

Run P
# CH3NO3

A single CH3NO3 molecule (the ωB97M-V functional and the def2-TZVPD basis, the Open Molecules 2025 dataset).

Properties
Kohn-Sham gap (spin up / spin down)	7.519 / 7.938	eV
E_HOMO (spin up / spin down)	-0.242 / -0.378	hartree
expectation value of S²	2.01

The geometry in ORCA input format:
```
! RIJCOSX wB97M-V def2-TZVPD def2/J DEFGRID3
* xyz 0 3
C -1.354 -0.067 0.010
N -0.139 0.314 0.053
O 0.832 -0.820 0.401
O 0.389 1.373 0.046
O 1.954 -0.613 -0.325
H -1.663 -1.222 0.023
H -2.141 0.637 -0.045
H 2.121 0.399 -0.162
*
```

Run Q
# CH3NO3

A single CH3NO3 molecule (the ωB97M-V functional and the def2-TZVPD basis, the Open Molecules 2025 dataset).

Properties
Kohn-Sham gap (spin up / spin down)	5.881 / 7.522	eV
E_HOMO (spin up / spin down)	-0.195 / -0.379	hartree
expectation value of S²	2.01

The geometry in ORCA input format:
```
! RIJCOSX wB97M-V def2-TZVPD def2/J DEFGRID3
* xyz 0 3
C -1.346 0.449 -0.133
N -0.045 -0.290 -0.413
O -2.334 -0.142 0.128
O 0.011 -1.624 0.047
O 1.128 0.335 0.076
H -1.433 1.559 -0.289
H -0.938 -1.798 0.021
H 1.894 -0.169 -0.296
*
```

Which of them is the most stable? Correct choice: run Q.

Run P
# C2H6N3S

A gas-phase ion, C2H6N3S (charge +1) (the ωB97M-V functional and the def2-TZVPD basis, the Open Molecules 2025 dataset).

Properties
Kohn-Sham gap (spin up / spin down)	8.077 / 8.079	eV
E_HOMO (spin up / spin down)	-0.508 / -0.508	hartree

The geometry in ORCA input format:
```
! RIJCOSX wB97M-V def2-TZVPD def2/J DEFGRID3
* xyz 1 1
C 0.819 -0.477 -0.039
C -1.444 1.042 0.354
N -0.203 -1.165 0.011
N -0.324 1.526 -0.247
N 2.100 -0.612 0.101
S -1.842 -0.717 0.038
H -1.479 1.155 1.405
H -2.346 1.453 -0.110
H -0.124 -2.108 -0.292
H -0.585 1.466 -1.218
H 2.583 -1.547 0.295
H 2.846 -0.016 -0.299
*
```

Run Q
# C2H6N3S

A molecular structure, C2H6N3S (the ωB97M-V functional and the def2-TZVPD basis, the Open Molecules 2025 dataset).

Properties
Kohn-Sham gap	7.755	eV
E_HOMO	-0.508	hartree

The geometry in ORCA input format:
```
! RIJCOSX wB97M-V def2-TZVPD def2/J DEFGRID3
* xyz 1 1
C -0.520 -0.348 0.314
C -0.805 -0.809 -1.157
N 0.705 1.178 -1.213
N 0.829 0.071 0.285
N 1.148 0.677 1.355
S -0.296 0.678 -2.214
H -1.218 0.477 0.820
H -0.723 -1.131 1.027
H -0.053 -1.590 -1.428
H -1.830 -1.127 -1.442
H 0.574 0.983 2.121
H 2.186 0.940 1.532
*
```

Run R
# C2H6N3S

A gas-phase ion, C2H6N3S (charge +1) (the ωB97M-V functional and the def2-TZVPD basis, the Open Molecules 2025 dataset).

Properties
Kohn-Sham gap	9.915	eV
E_HOMO	-0.502	hartree
SMILES	N[C@@H]1[NH+]=CNS1

The geometry in ORCA input format:
```
! RIJCOSX wB97M-V def2-TZVPD def2/J DEFGRID3
* xyz 1 1
N 0.857 -1.706 0.312
C 0.075 -0.965 -0.444
N 0.596 0.730 -0.401
C -0.355 1.481 -0.010
N -1.511 0.944 0.248
S -1.711 -0.795 0.002
H 1.768 -1.972 -0.050
H 0.830 -1.786 1.380
H 0.270 -0.915 -1.507
H 1.663 1.007 -0.478
H -0.325 2.614 0.059
H -2.157 1.364 0.888
*
```

Which of them is the most stable? Correct choice: run R.

Run P
# C3H9O3

2 unconnected molecules or ions with the total composition C3H9O3 (the ωB97M-V functional and the def2-TZVPD basis, the Open Molecules 2025 dataset).

Properties
Kohn-Sham gap	6.612	eV
E_HOMO	-0.106	hartree

The geometry in ORCA input format:
```
! RIJCOSX wB97M-V def2-TZVPD def2/J DEFGRID3
* xyz -1 1
C -0.631 -0.635 0.020
O 0.489 -1.167 0.495
C -0.819 0.879 0.364
C 0.411 1.644 -0.055
O 0.486 2.972 0.549
H -0.773 -0.709 -1.106
H -1.590 -1.096 0.376
H -0.833 0.842 1.461
H -1.733 1.293 -0.013
H 1.263 1.142 0.389
H 0.341 1.721 -1.142
H 1.014 3.551 -0.009
H 1.519 -3.521 -0.731
H 0.223 -3.083 -0.057
O 0.630 -3.832 -0.540
*
```

Run Q
# C3H9O3

2 unconnected molecules or ions with the total composition C3H9O3 (the ωB97M-V functional and the def2-TZVPD basis, the Open Molecules 2025 dataset).

Properties
Kohn-Sham gap	7.632	eV
E_HOMO	-0.132	hartree

The geometry in ORCA input format:
```
! RIJCOSX wB97M-V def2-TZVPD def2/J DEFGRID3
* xyz -1 1
C 0.723 -0.534 0.697
C 1.540 -0.040 -0.508
O 0.676 0.692 -1.307
C -0.676 -1.049 0.122
O -1.764 -0.414 0.496
H 0.580 0.234 1.517
H 1.326 -1.260 1.154
H 2.333 0.734 -0.337
H 1.979 -0.962 -0.979
H -0.291 0.676 -1.182
H -0.605 -0.995 -1.030
H -0.605 -2.059 0.465
H -1.876 0.895 0.574
H -1.381 2.089 -0.224
O -1.958 1.991 0.543
*
```

Run R
# C3H9O3

2 unconnected molecules or ions with the total composition C3H9O3 (the ωB97M-V functional and the def2-TZVPD basis, the Open Molecules 2025 dataset).

Properties
Kohn-Sham gap	6.924	eV
E_HOMO	-0.123	hartree

The geometry in ORCA input format:
```
! RIJCOSX wB97M-V def2-TZVPD def2/J DEFGRID3
* xyz -1 1
C 0.526 -0.588 -0.342
O 1.109 0.634 -0.463
C -0.495 -0.653 0.804
C -1.577 0.373 0.660
O -2.442 0.462 1.809
H -0.011 -1.030 -1.233
H 1.302 -1.351 -0.131
H 0.111 -0.515 1.706
H -0.909 -1.672 0.816
H -1.072 1.329 0.486
H -2.139 0.178 -0.262
H -3.301 0.651 1.427
H 3.109 0.846 -2.561
H 2.455 0.639 -1.071
O 3.335 0.698 -1.644
*
```

Which of them is the most stable? Correct choice: run R.